ORCA calculation (ωB97M-V/def2-TZVPD) on a molecular structure, C5H35NO14.

Last column: Mulliken charge in e.
Positions of all 55 atoms, in Å:
H -0.213 -1.051 3.765  0.3585
N -3.026 -1.411 2.637  -0.4599
H -0.453 -2.852 -3.075  0.2957
C -2.815 -2.806 2.067  -0.4921
H -0.532 0.784 0.965  0.1038
O -3.134 -1.262 -2.496  -0.6902
H -1.515 0.795 4.058  0.4175
O 1.534 0.884 -1.131  -0.1248
O 3.544 2.611 -1.100  -0.7156
H 3.666 -0.298 0.589  0.3432
H -3.193 -1.599 3.621  0.2387
O 2.265 -1.744 -1.137  -0.5533
H 1.456 -2.082 -0.748  0.2390
H 1.950 -1.021 -1.690  0.1672
O 4.238 -0.564 1.297  -0.6646
H 1.217 2.208 2.604  0.2834
H -2.322 -0.717 -2.561  0.3574
H -1.948 -0.315 1.332  0.8826
H -2.135 -2.748 1.181  0.1439
C -1.906 -0.484 2.403  -0.1108
H 2.729 2.022 -1.146  0.3241
H -3.971 -0.058 1.349  0.3751
H -1.777 0.349 -4.129  0.2301
H -0.822 2.490 -1.851  0.2599
H 0.017 -1.718 -4.123  0.3322
C -2.254 0.765 3.257  -1.8226
O 0.387 0.776 1.258  -0.3839
H -0.576 0.629 -3.191  0.4914
C -0.510 -1.067 2.702  -0.7369
H -3.814 -3.007 1.591  0.2788
H 0.897 3.337 -1.434  0.3494
H -3.256 -1.171 -1.540  0.3745
H 1.875 4.168 -0.729  0.3867
H 2.729 2.250 2.553  0.3041
O -0.986 -0.062 -3.772  -0.7136
H 0.808 -1.176 0.979  -0.4063
O -0.128 2.121 -2.407  -1.1416
O 3.341 -0.155 -3.116  -0.7397
H -2.319 1.700 2.698  0.1635
H 2.828 -0.943 -3.311  0.2778
C 0.621 -0.542 1.852  0.1149
H 1.313 0.856 -0.179  0.1964
H 5.051 -0.277 0.865  0.2935
O 0.078 -2.634 -3.840  -0.6406
O -2.323 -3.631 2.988  -0.8876
O -3.801 0.357 0.472  -0.6036
H 2.745 0.459 -2.654  0.3026
H -4.665 0.566 0.116  0.2241
H -0.598 -2.166 2.686  0.4562
O 1.031 4.280 -1.186  -0.7332
O 1.956 2.811 2.491  -0.6411
H -3.236 0.587 3.698  0.5870
H 3.861 2.654 -2.007  0.2931
H 1.576 -0.271 2.311  0.4353
H 0.539 1.475 -1.696  0.3804

## Properties
Net charge: -2
Frontier orbital gap (eV): 6.27
Energy relative to the best compared isomer or geometry (same formula, charge and spin) (kcal per mole): 29.8

=====

ORCA calculation (ωB97M-V/def2-TZVPD) on a molecular structure, C33H31N10O9Sr.

Last column: Mulliken charge in e.
Positions of all 84 atoms, in Å:
C 1.329 -4.509 -3.665  -0.3946
O 1.853 -0.743 0.660  -0.5268
N -0.516 -1.271 -1.944  1.0204
C -3.278 -0.280 1.488  -0.5220
H -0.045 -2.120 3.780  0.6084
C -0.469 -3.018 -3.387  0.5865
O -1.712 2.071 0.388  -0.2884
N -1.488 4.300 -2.046  0.0177
N -1.644 -2.323 -3.535  -0.0396
H -2.898 -3.115 4.761  0.1457
H -2.376 -2.541 -4.190  0.2226
O 2.314 4.336 -0.120  -0.7768
C 2.024 -3.859 -2.644  -0.8847
H 2.501 4.291 -3.833  0.4436
C 0.540 4.343 -2.945  0.5655
C 0.063 -4.112 -4.047  -1.1725
C -3.783 -2.902 4.162  -1.3000
H -3.458 0.771 1.302  0.5068
C 1.489 -2.780 -1.970  -0.5579
C -2.287 2.143 -3.040  -1.1268
H -0.684 6.806 -0.897  0.4426
C 0.231 -2.341 -2.364  -0.1365
N -2.750 -0.960 0.480  0.1313
N -2.060 1.012 -2.166  0.8875
C -0.037 3.595 1.147  -0.8005
H 2.003 -2.274 -1.172  0.5675
H 1.791 -5.346 -4.168  0.3758
O 0.045 -0.570 1.906  -1.0621
C 2.155 6.040 -2.625  -0.5506
O -2.281 4.198 0.581  -0.9139
C -2.493 -2.246 0.680  -0.2930
H 3.148 6.435 -2.778  0.3480
N 0.673 -3.881 5.667  0.9930
H -4.272 -3.849 3.941  0.3544
H 3.393 2.583 -1.533  0.4551
O -0.531 -3.667 5.585  -0.6186
H -0.474 -4.620 -4.834  0.3952
C -1.605 -1.277 -2.655  0.0115
H -3.286 2.592 -2.904  0.3284
C 1.899 3.173 -0.123  0.2927
H -2.038 -2.768 -0.156  0.3216
H -2.309 1.257 -1.215  -0.1153
N 5.014 -3.623 3.483  1.0515
C -3.619 -0.856 2.702  -0.9907
H 3.006 -4.217 -2.376  0.4498
O 1.186 -4.553 6.552  -0.6251
C -1.255 3.193 -2.804  0.5667
H -2.198 4.402 -1.325  0.3396
C -0.342 5.053 -2.100  0.1612
C 1.520 -3.325 4.660  -0.2063
H 3.759 -1.931 1.850  0.6907
H -4.460 -2.286 4.747  0.3803
N 1.688 1.289 -1.687  -0.3554
N 0.864 2.688 0.541  -0.5885
O 5.464 -4.335 4.370  -0.6327
C -1.476 3.264 0.668  0.3193
Sr -0.024 0.660 -0.022  1.7764
C 0.004 6.267 -1.533  -0.8607
H -0.069 3.456 2.235  0.3827
C -2.673 -0.238 -2.559  -1.5018
H -4.059 -0.254 3.484  0.3912
C 1.812 4.840 -3.208  -0.4996
C 1.267 6.745 -1.812  -0.4342
O 5.655 -3.258 2.509  -0.6165
C 3.649 -3.201 3.584  -0.3819
C 1.797 -1.931 2.716  0.2414
H 0.202 4.641 0.918  0.3051
C 2.631 2.087 -0.913  -0.5955
C 1.190 -0.994 1.676  0.6951
H -3.175 -0.142 -3.532  0.4897
H -2.184 1.817 -4.080  0.5221
H 3.120 1.423 -0.195  0.2301
C -3.393 -2.212 2.897  1.1842
H 2.194 0.535 -2.140  0.1564
C 0.989 -2.430 3.728  -0.4342
H -2.582 -3.967 1.951  0.4476
C -2.796 -2.912 1.853  -0.8433
H 1.268 1.864 -2.417  0.0964
H 3.256 -4.409 5.320  0.5967
C 3.129 -2.313 2.638  -0.2666
N -0.078 3.190 -3.372  -0.9108
C 2.853 -3.710 4.600  -0.2889
H 1.591 7.674 -1.369  0.3543
H -3.409 -0.567 -1.813  0.2632

## Properties
Net charge: -1
Frontier orbital gap (eV): 5.28
Energy relative to the best compared isomer or geometry (same formula, charge and spin) (kcal per mole): 31.9

=====

LUMO level values (in eV) by entry order: 4.804 0.766.